No. 1
A structure of composition C46H36Cl4N4O2PdS5. Source: the Open Molecules 2025 dataset; level of theory: wB97M-V/def2-TZVPD.

Geometry (Å):
Pd  -1.582  -1.649  -1.600
Cl  1.225  -1.081  -5.930
Cl  -2.115  3.154  -6.460
Cl  0.488  1.653  -7.284
Cl  -4.006  1.941  -4.270
S  -2.964  -3.653  -1.858
S  1.299  0.595  1.453
S  -3.433  -0.984  -0.023
S  0.572  -2.288  1.004
S  0.361  1.182  -1.205
O  -0.748  -1.873  -3.887
O  -2.833  -0.421  -2.988
N  1.377  1.344  0.117
N  -0.217  -2.581  -0.163
N  0.627  -0.747  1.708
N  0.158  -0.164  -1.711
C  4.335  -3.929  0.911
C  -5.684  -3.853  -1.941
C  1.360  2.270  -2.222
C  -0.185  -0.209  -5.463
C  -0.818  3.335  4.376
C  4.640  -0.314  3.476
C  5.586  0.525  2.903
C  -0.985  -0.777  -4.414
C  -2.898  2.405  0.798
C  3.923  1.423  1.412
C  -0.083  3.869  3.324
C  2.319  -2.645  0.753
C  4.302  -1.899  -0.373
C  2.983  -3.781  1.196
C  2.274  4.376  -2.884
C  -4.494  -3.054  -1.463
C  5.230  1.393  1.880
C  2.995  0.572  1.992
C  2.957  -1.739  -0.087
C  -0.049  -3.006  2.552
C  -2.527  1.166  -4.697
C  0.526  1.658  2.662
C  -0.866  1.961  4.574
C  -6.090  -1.446  -0.373
C  -1.441  -4.129  4.671
C  2.986  3.738  -3.892
C  -2.753  3.806  -1.151
C  2.898  2.362  -4.048
C  -2.101  -3.312  3.760
C  0.626  -3.787  3.479
C  -1.409  -2.758  2.699
C  0.599  3.030  2.459
C  -4.692  -1.914  -0.685
C  -3.383  3.457  0.035
C  -0.193  1.109  3.711
C  -0.520  0.980  -6.059
C  -1.093  2.131  -0.750
C  1.463  3.642  -2.031
C  -0.082  -4.356  4.533
C  -2.168  -0.005  -3.969
C  -1.712  1.669  -5.684
C  -1.608  3.135  -1.558
C  3.330  -0.290  3.026
C  -1.756  1.731  0.401
C  5.002  -2.973  0.159
C  2.078  1.620  -3.211
H  6.059  -3.087  -0.046
H  -0.245  0.032  3.816
H  -1.986  -4.589  5.485
H  -6.085  -0.792  0.497
H  5.969  2.049  1.437
H  -3.160  -3.113  3.863
H  1.690  -3.934  3.431
H  4.861  -4.807  1.263
H  -6.480  -0.870  -1.219
H  0.440  -4.982  5.245
H  -6.185  -4.351  -1.104
H  1.165  3.419  1.622
H  2.571  -0.941  3.445
H  2.457  -4.568  1.706
H  -1.143  3.383  -2.503
H  -3.158  4.592  -1.776
H  6.611  0.502  3.254
H  3.623  2.069  0.598
H  -1.405  0.880  0.969
H  -1.360  3.995  5.041
H  -6.416  -3.207  -2.432
H  -3.420  2.090  1.693
H  0.935  4.133  -1.225
H  2.385  -0.938  -0.547
H  -1.444  1.551  5.392
H  1.969  0.545  -3.322
H  3.453  1.861  -4.831
H  -1.927  -2.160  1.957
H  2.343  5.450  -2.765
H  -6.772  -2.279  -0.191
H  4.922  -0.992  4.272
H  4.800  -1.188  -1.021
H  -4.277  3.985  0.343
H  -5.364  -4.616  -2.645
H  3.609  4.319  -4.561
H  -0.062  4.939  3.163

Computed properties:
orbital gap (spin up / spin down)	6.13 / 6.98	eV
net charge	0
2S+1	5
HOMO (spin up / spin down)	-0.2374 / -0.2808	hartree
energy	-166078.182	eV



No. 2
The molecule C8H4Br2N2O2. Source: the Open Molecules 2025 dataset; level of theory: wB97M-V/def2-TZVPD.

Geometry (Å):
Br  -0.276  0.823  3.008
Br  1.169  -1.030  -2.807
O  0.565  1.772  -1.967
O  2.402  -0.251  1.072
N  -1.647  -2.046  1.486
N  -2.268  -1.499  -1.820
C  -0.565  1.480  0.110
C  1.211  -0.085  0.955
C  0.020  -0.453  -1.507
C  0.115  0.978  -1.177
C  0.414  1.125  1.252
C  -0.658  -1.844  0.934
C  -1.274  -0.983  -1.589
C  0.543  -1.299  0.357
H  -0.758  2.577  0.060
H  1.248  -2.160  -0.026
H  1.280  1.906  1.240
H  -1.522  0.989  0.417

Computed properties:
orbital gap	8.61	eV
net charge	0
energy relative to the best compared isomer or geometry (same formula, charge and spin)	116.6	kJ/mol
HOMO	-0.3822	hartree
energy	-155517.136	eV



No. 3
The molecule C3H5N3. Source: the Open Molecules 2025 dataset; level of theory: wB97M-V/def2-TZVPD.

Geometry (Å):
N  -1.957  -0.391  -0.490
N  1.194  -0.396  0.430
N  0.959  1.043  0.653
C  -0.724  -0.032  -0.537
C  0.461  -0.785  -0.815
C  -0.145  1.232  0.036
H  -2.530  0.371  -0.130
H  2.195  -0.575  0.477
H  0.756  -0.835  1.253
H  0.367  -1.864  -0.895
H  -0.576  2.232  0.017

Computed properties:
orbital gap	8.01	eV
net charge	0
energy relative to the best compared isomer or geometry (same formula, charge and spin)	403.1	kJ/mol
HOMO	-0.2774	hartree
energy	-7658.278	eV



No. 4
A structure of composition C8H12B3F12LiO6. Source: the Open Molecules 2025 dataset; level of theory: wB97M-V/def2-TZVPD.

Geometry (Å):
F  2.848  -4.455  11.011
F  2.163  -5.116  13.139
F  2.479  -0.718  14.456
F  2.546  -2.855  15.330
F  7.579  -3.875  16.286
F  2.051  -2.927  12.507
F  4.519  -1.702  14.821
F  4.065  -3.894  12.885
F  6.401  -4.943  17.916
F  5.921  -2.753  17.451
F  3.136  -1.032  16.593
F  5.363  -4.335  15.900
O  8.543  -6.361  13.928
O  3.214  -5.719  16.425
O  7.431  -8.166  13.319
O  9.692  -8.193  13.309
O  1.352  -6.573  17.266
O  3.133  -7.881  17.081
C  5.206  -7.795  14.031
C  2.686  -9.590  18.698
C  1.010  -7.767  17.988
C  8.667  -7.602  13.503
C  2.126  -8.726  17.606
C  7.152  -6.082  14.209
C  6.426  -7.141  13.386
C  2.642  -6.640  16.898
B  3.227  -1.588  15.283
B  2.788  -4.100  12.363
B  6.328  -3.958  16.874
Li  3.467  -4.378  14.709
H  3.111  -9.015  19.525
H  5.315  -8.006  15.092
H  7.071  -6.194  15.291
H  4.387  -7.077  13.954
H  4.934  -8.657  13.423
H  0.829  -7.677  19.059
H  6.858  -5.067  13.957
H  3.367  -10.358  18.338
H  6.179  -6.744  12.397
H  1.892  -10.143  19.217
H  1.761  -9.385  16.809
H  0.078  -8.097  17.528

Computed properties:
orbital gap	8.72	eV
net charge	-2
energy relative to the best compared isomer or geometry (same formula, charge and spin)	0.0	kJ/mol
HOMO	-0.1861	hartree
energy	-55644.712	eV



No. 5
A cluster of 2 separate species, Cl2H2Si in total. Source: the Open Molecules 2025 dataset; level of theory: wB97M-V/def2-TZVPD.

Geometry (Å):
Cl  2.715  -0.102  -0.160
Cl  -1.119  -0.888  -0.142
Si  -2.923  0.245  -0.217
H  3.377  -0.632  0.747
H  -2.050  1.376  -0.228

Computed properties:
orbital gap	8.25	eV
net charge	0
energy relative to the best compared isomer or geometry (same formula, charge and spin)	291.6	kJ/mol
HOMO	-0.3405	hartree
energy	-32954.278	eV



No. 6
A structure of composition C48H52F9FeGeN2O4PS. Source: the Open Molecules 2025 dataset; level of theory: wB97M-V/def2-TZVPD.

Geometry (Å):
Ge  12.856  -19.983  -8.765
Fe  11.737  -16.609  -10.183
S  14.643  -16.810  -11.602
P  6.817  -16.764  -8.486
F  2.887  -19.922  -13.172
F  6.079  -19.171  -2.243
F  4.440  -10.583  -9.182
F  2.577  -11.834  -9.397
F  7.786  -20.265  -3.051
F  5.848  -21.128  -3.433
F  4.931  -20.021  -14.135
F  3.179  -11.104  -7.414
F  4.276  -21.628  -12.604
O  11.160  -14.886  -9.619
O  11.006  -12.993  -8.354
O  13.080  -17.008  -11.416
O  13.080  -15.906  -8.233
N  10.326  -16.650  -11.856
N  10.070  -17.883  -12.444
C  5.447  -17.185  -10.908
C  13.624  -12.406  -13.056
C  9.175  -14.384  -12.026
C  6.103  -17.745  -9.799
C  8.456  -16.532  -13.116
C  5.676  -19.958  -10.780
C  14.541  -11.420  -12.911
C  11.385  -15.558  -6.517
C  3.677  -11.583  -8.664
C  4.835  -19.403  -11.821
C  6.464  -14.118  -8.063
C  5.821  -15.349  -8.370
C  13.709  -13.583  -12.359
C  3.789  -14.072  -8.791
C  5.712  -19.511  -5.677
C  13.076  -17.938  -14.516
C  7.061  -17.802  -4.559
C  12.528  -21.080  -10.368
C  4.422  -12.860  -8.486
C  12.382  -14.888  -7.462
C  11.652  -18.375  -8.965
C  8.600  -18.867  -14.337
C  4.672  -17.970  -11.780
C  15.863  -12.866  -11.488
C  8.998  -17.839  -13.314
C  6.478  -17.615  -6.962
C  12.747  -21.173  -7.317
C  6.325  -19.053  -4.530
C  9.326  -15.837  -12.298
C  4.243  -20.230  -12.934
C  6.498  -19.900  -3.310
C  14.678  -19.391  -8.953
C  11.692  -17.077  -16.304
C  15.634  -11.619  -12.048
C  15.040  -15.175  -10.889
C  13.181  -15.588  -15.061
C  12.157  -15.801  -15.991
C  5.819  -12.898  -8.115
C  14.881  -13.902  -11.637
C  5.608  -18.690  -6.827
C  6.145  -19.161  -9.797
C  12.195  -18.171  -15.550
C  7.104  -17.135  -5.769
C  13.452  -14.001  -6.795
C  11.440  -14.112  -8.525
C  4.481  -15.293  -8.694
C  14.907  -16.567  -13.416
C  13.695  -16.675  -14.345
H  5.900  -21.033  -10.679
H  12.899  -22.066  -10.199
H  13.582  -14.605  -14.905
H  9.297  -18.839  -15.159
H  12.925  -20.633  -11.292
H  7.529  -16.173  -13.480
H  10.549  -14.868  -6.271
H  14.990  -19.470  -10.007
H  13.067  -13.257  -6.095
H  14.472  -15.119  -9.962
H  15.562  -17.431  -13.538
H  15.277  -20.041  -8.374
H  11.767  -15.805  -5.491
H  5.553  -16.111  -11.007
H  12.911  -14.318  -12.352
H  11.469  -21.210  -10.457
H  13.612  -16.507  -7.643
H  4.878  -18.923  -7.634
H  2.724  -14.080  -9.112
H  12.317  -22.165  -7.548
H  7.712  -16.218  -5.731
H  11.837  -19.192  -15.704
H  5.307  -20.505  -5.693
H  7.473  -17.441  -3.650
H  14.404  -10.519  -13.479
H  11.758  -14.957  -16.511
H  8.269  -14.173  -11.447
H  16.738  -13.037  -10.976
H  10.076  -14.044  -11.401
H  15.531  -15.661  -13.475
H  16.405  -10.898  -11.922
H  12.825  -12.221  -13.729
H  6.392  -11.963  -7.934
H  14.094  -13.416  -7.535
H  12.212  -20.714  -6.494
H  11.403  -17.937  -7.990
H  10.708  -18.799  -9.412
H  3.968  -16.216  -9.038
H  3.948  -17.465  -12.435
H  7.586  -18.677  -14.762
H  10.943  -16.504  -6.950
H  16.063  -15.324  -10.558
H  8.600  -19.911  -13.958
H  6.644  -19.552  -8.955
H  14.793  -18.372  -8.584
H  10.778  -18.549  -12.379
H  13.771  -21.358  -6.978
H  10.943  -17.199  -17.103
H  13.313  -18.797  -13.874
H  7.534  -14.114  -7.844
H  9.165  -13.737  -12.957
H  14.199  -14.628  -6.271

Computed properties:
orbital gap (spin up / spin down)	6.62 / 6.85	eV
net charge	0
2S+1	5
energy relative to the best compared isomer or geometry (same formula, charge and spin)	358.9	kJ/mol
HOMO (spin up / spin down)	-0.2476 / -0.2560	hartree
energy	-197272.526	eV